ORCA calculation (ωB97M-V/def2-TZVPD) on a 2-piece molecular cluster, C4H11BS overall in a non-equilibrium geometry.

Results
- frontier orbital gap (eV) = 9.8
- relative energy (zero: lowest compared OMol25 entry of this formula, charge and spin) (kJ/mol) = 141.81
- SMILES string = C=C(C)C.BS
- total charge = 0
- M (u) = 102.0

Cartesian coordinates (Å):
B (-2.357, -0.167, 0.700)
C (0.621, 0.232, -0.987)
C (1.538, -1.985, -0.465)
C (1.662, -0.156, 1.216)
C (1.292, -0.648, 0.072)
S (-3.472, 0.284, -0.538)
H (-2.296, 0.495, 1.660)
H (-1.592, -1.042, 0.643)
H (0.450, 1.305, -0.733)
H (1.010, 0.212, -2.049)
H (-0.364, -0.336, -1.168)
H (1.163, -2.874, 0.208)
H (2.641, -2.186, -0.472)
H (1.069, -2.126, -1.436)
H (2.029, -0.732, 2.079)
H (-3.770, 1.424, -0.106)
H (1.306, 0.803, 1.562)

Forces on the atoms, in the same order (eV/Å):
0.7 0.3 0.9
-1.7 -0.6 -0.9
0.8 -3.4 1.5
-0.3 0.1 3.0
-0.3 1.5 -2.6
0.2 -2.4 -2.1
0.0 0.4 0.4
-0.1 -0.8 -0.3
0.0 -1.0 0.1
0.4 -0.1 1.3
0.9 1.3 0.3
0.4 1.8 -1.0
-0.9 0.2 -0.5
0.3 -0.1 -0.1
0.2 -0.2 -0.8
-0.9 2.4 1.1
0.3 0.5 -0.4

=====

ORCA calculation (ωB97M-V/def2-TZVPD) on an isolated molecule of C6H14N2 in a non-equilibrium geometry.

Results
- frontier orbital gap (eV) = 8.4
- relative energy (zero: lowest compared OMol25 entry of this formula, charge and spin) (kJ/mol) = 396.97
- SMILES string = CC(C)=C(C)N(C)N
- total charge = 0
- M (u) = 114.2

Cartesian coordinates (Å):
C (0.250, -1.085, -0.488)
C (0.359, 0.181, 0.326)
C (-0.724, -1.166, -1.703)
C (1.345, -2.076, -0.208)
C (1.440, 0.476, 1.421)
C (-1.920, 0.987, 0.865)
N (-0.524, 2.308, -0.643)
N (-0.735, 1.029, 0.061)
H (-0.629, -2.122, -2.197)
H (-0.394, -0.374, -2.373)
H (-1.695, -0.913, -1.331)
H (1.420, -2.855, -1.138)
H (0.925, -2.515, 0.721)
H (2.289, -1.593, 0.116)
H (2.433, 0.415, 0.898)
H (1.484, 1.474, 1.882)
H (1.133, -0.175, 2.280)
H (-1.978, 0.014, 1.256)
H (-1.761, 1.755, 1.701)
H (-2.853, 1.327, 0.452)
H (0.378, 2.803, -0.284)
H (-0.241, 2.105, -1.614)

Forces on the atoms, in the same order (eV/Å):
1.9 5.6 2.3
-1.2 -4.0 -3.1
1.8 0.5 1.8
-1.0 -1.6 -1.3
-0.8 -0.3 -0.9
1.4 2.9 1.7
2.1 -0.2 1.0
0.0 1.6 -2.1
-0.3 -0.3 0.0
-0.2 0.0 -0.2
-0.8 -0.2 -0.2
0.2 1.7 2.6
0.7 -0.9 -0.5
-0.4 -0.4 -0.7
-0.6 -0.8 1.2
-0.8 0.0 -0.6
1.4 0.0 -0.7
-0.4 -1.2 0.7
-0.5 -1.1 -0.2
-0.2 -0.2 -1.0
-2.0 -1.1 -0.2
-0.4 -0.3 0.6

=====

ORCA calculation (ωB97M-V/def2-TZVPD) on an isolated ion of composition C3H7N2O2S and charge -1 in a non-equilibrium geometry.

Results
- frontier orbital gap (eV) = 7.7
- relative energy (zero: lowest compared OMol25 entry of this formula, charge and spin) (kJ/mol) = 170.25
- SMILES string = C[C@@](S)(NN)C(=O)[O-]
- total charge = -1
- M (u) = 135.2

Cartesian coordinates (Å):
C (2.292, -0.343, 0.255)
C (0.284, -0.610, -1.365)
C (0.786, 0.042, -0.131)
N (-1.329, -0.135, 1.210)
N (0.145, -0.314, 1.139)
O (2.691, -1.401, -0.278)
O (2.694, 0.425, 1.155)
S (0.814, 1.878, -0.428)
H (-0.691, -0.402, -1.681)
H (0.853, -0.096, -2.184)
H (0.594, -1.591, -1.359)
H (-1.660, 0.844, 0.880)
H (-1.705, -0.908, 0.585)
H (0.632, 0.411, 1.728)
H (2.115, 2.077, -0.299)

Forces on the atoms, in the same order (eV/Å):
-1.3 -0.7 -0.2
1.9 2.3 -1.3
0.7 0.5 0.6
0.3 0.3 -1.1
-0.9 1.6 0.0
0.6 1.0 0.5
1.2 -0.7 -0.3
-1.1 0.6 -0.3
-2.0 0.0 0.2
-0.2 -0.7 0.5
0.2 -2.5 -0.1
0.9 -2.1 0.2
0.5 1.7 0.9
-1.1 -1.3 0.1
0.3 -0.1 0.3

=====

ORCA calculation (ωB97M-V/def2-TZVPD) on C39H30ClN6O7ReS as an isolated structure.

Results
- frontier orbital gap (alpha / beta) (eV) = 3.6 / 2.9
- <S²> = 3.782
- total charge = +1
- M (u) = 948.4
- multiplicity = 4

Cartesian coordinates (Å):
Re (0.168, -0.446, -0.652)
C (4.466, -1.080, -0.676)
C (4.941, 0.224, -0.586)
C (4.056, 1.292, -0.518)
C (2.690, 1.053, -0.550)
C (2.202, -0.259, -0.661)
C (3.102, -1.326, -0.705)
C (1.668, 2.101, -0.501)
C (1.981, 3.463, -0.354)
C (0.994, 4.397, -0.379)
C (-0.347, 3.997, -0.571)
C (-1.402, 4.932, -0.644)
C (-2.692, 4.519, -0.818)
C (-2.968, 3.144, -0.924)
C (-1.959, 2.219, -0.859)
C (-0.624, 2.619, -0.677)
N (0.396, 1.679, -0.601)
H (5.161, -1.908, -0.717)
H (6.006, 0.408, -0.562)
H (4.447, 2.297, -0.442)
H (2.746, -2.347, -0.767)
H (3.011, 3.750, -0.218)
H (1.225, 5.449, -0.263)
H (-1.165, 5.985, -0.558)
H (-3.495, 5.239, -0.882)
H (-3.988, 2.812, -1.063)
H (-2.189, 1.171, -0.963)
N (-6.218, -1.603, -3.047)
C (-4.928, -1.222, -2.973)
O (-4.283, -0.833, -3.927)
C (-4.276, -1.256, -1.610)
C (-4.928, -1.310, -0.387)
C (-4.170, -1.264, 0.774)
C (-2.800, -1.132, 0.678)
N (-2.159, -1.059, -0.501)
C (-2.897, -1.143, -1.610)
H (-6.641, -1.627, -3.961)
H (-6.699, -2.055, -2.291)
H (-6.006, -1.376, -0.321)
H (-4.636, -1.318, 1.748)
H (-2.195, -1.079, 1.572)
H (-2.400, -1.092, -2.567)
O (2.997, -2.816, 9.027)
S (2.343, -3.218, 7.808)
O (3.206, -3.441, 6.667)
O (1.262, -4.181, 7.954)
C (1.313, -1.788, 7.316)
N (0.697, -1.058, 8.272)
C (-0.148, -0.127, 7.856)
C (-0.418, 0.093, 6.507)
C (0.288, -0.686, 5.610)
N (1.145, -1.623, 6.000)
C (0.197, -0.573, 4.152)
C (0.801, -1.572, 3.374)
C (0.782, -1.478, 2.013)
N (0.176, -0.438, 1.377)
C (-0.418, 0.530, 2.118)
C (-0.423, 0.493, 3.484)
H (-0.631, 0.465, 8.626)
H (-1.162, 0.819, 6.202)
H (1.294, -2.402, 3.869)
H (1.248, -2.226, 1.387)
H (-0.892, 1.342, 1.583)
H (-0.894, 1.302, 4.022)
C (-0.595, 0.065, -4.894)
C (0.791, 0.159, -4.290)
C (1.370, 1.436, -4.209)
C (2.715, 1.603, -3.961)
Cl (3.398, 3.197, -3.927)
C (3.549, 0.501, -3.805)
C (2.995, -0.758, -3.823)
C (1.627, -0.940, -4.028)
O (1.240, -2.256, -4.092)
C (0.085, -2.687, -3.414)
C (0.492, -3.214, -2.042)
O (0.962, -4.294, -1.878)
O (0.277, -2.355, -1.020)
H (-0.631, 0.709, -5.772)
H (-1.382, 0.418, -4.226)
H (-0.842, -0.937, -5.230)
H (0.757, 2.302, -4.429)
H (4.614, 0.637, -3.680)
H (3.611, -1.640, -3.708)
H (-0.361, -3.499, -3.983)
H (-0.632, -1.881, -3.279)

Forces on the atoms, in the same order (eV/Å):
0.3 -0.7 0.0
0.0 0.0 0.1
0.0 0.0 0.0
0.1 0.0 0.0
-0.1 0.0 0.0
-0.3 -0.1 -0.1
0.0 0.0 0.0
0.0 -0.1 0.0
0.1 0.1 0.0
0.0 0.0 0.0
0.0 0.0 0.1
0.0 0.0 0.0
0.0 0.0 0.0
0.0 0.0 0.0
0.0 -0.1 0.0
0.0 0.0 0.0
-0.1 0.2 -0.2
0.0 0.0 0.0
0.0 0.0 0.0
0.0 0.0 0.0
0.0 0.0 0.0
0.0 0.0 0.0
0.0 0.0 0.0
0.0 0.0 0.0
0.0 0.0 0.0
0.0 0.0 0.0
0.0 0.0 0.0
0.0 0.0 0.0
0.0 0.0 0.0
0.0 0.0 0.0
0.0 0.0 0.0
0.0 0.0 0.0
-0.1 0.0 0.0
0.0 -0.1 0.0
0.1 0.4 0.2
0.0 0.0 0.0
0.0 0.0 0.0
0.0 0.0 0.0
0.0 0.0 0.0
0.0 0.0 0.0
0.0 0.0 0.0
0.1 0.1 -0.1
0.0 0.1 -0.1
-0.1 -0.2 0.1
-0.1 0.2 0.0
0.1 0.1 0.0
0.0 0.0 0.0
0.1 0.0 -0.6
0.2 -0.3 0.1
-0.2 0.2 -0.1
0.1 -0.1 0.4
0.0 0.1 0.6
-0.1 0.1 -0.3
0.0 0.0 0.1
-0.1 0.0 -0.2
-0.1 0.0 0.0
0.1 0.0 -0.2
0.0 -0.2 0.1
-0.1 0.0 0.0
0.1 0.0 0.0
0.0 0.1 0.0
0.0 0.0 0.0
0.0 0.0 0.0
0.0 0.0 0.0
0.1 0.0 0.1
0.0 -0.1 0.0
0.0 0.0 0.1
0.0 0.0 0.0
0.0 0.0 0.1
0.0 0.0 0.0
0.0 0.0 0.0
0.0 0.2 0.1
-0.1 0.0 -0.5
0.0 0.0 0.3
-0.1 -0.2 -0.2
0.1 -0.1 0.2
0.0 0.5 0.2
0.0 0.0 0.0
-0.1 0.0 0.1
0.0 -0.1 0.0
0.0 0.0 0.0
0.0 0.0 0.0
0.0 0.0 0.0
0.0 0.0 0.0
-0.2 0.1 -0.2

=====

ORCA calculation (ωB97M-V/def2-TZVPD) on C9H16LiN6O8 as an isolated structure in a non-equilibrium geometry.

Results
- frontier orbital gap (alpha / beta) (eV) = 7.5 / 5.5
- <S²> = 0.808
- total charge = 0
- M (u) = 343.2
- multiplicity = 2

Cartesian coordinates (Å):
Li (-14.466, 12.883, 0.907)
C (-16.098, 16.737, 0.227)
C (-15.641, 15.316, 0.452)
C (-16.768, 14.232, 0.583)
O (-16.430, 13.043, 0.625)
C (-18.185, 14.653, 0.777)
C (-18.472, 15.981, 0.573)
C (-17.402, 17.025, 0.232)
O (-17.557, 18.266, -0.138)
O (-19.719, 16.241, 0.706)
O (-14.439, 14.959, 0.583)
H (-15.344, 17.504, 0.125)
H (-18.926, 13.938, 1.103)
C (-13.648, 9.534, 2.034)
O (-12.633, 9.389, 1.494)
N (-14.714, 9.785, 1.394)
N (-13.852, 9.289, 3.341)
H (-14.585, 9.981, 0.412)
H (-15.553, 9.910, 1.943)
H (-14.746, 9.255, 3.811)
H (-13.047, 9.111, 3.924)
C (-15.011, 11.427, -1.721)
O (-14.348, 11.844, -0.839)
N (-15.615, 10.308, -1.838)
N (-15.148, 12.156, -2.790)
H (-15.724, 9.637, -1.091)
H (-16.136, 10.175, -2.693)
H (-15.706, 11.922, -3.599)
H (-14.597, 13.002, -2.762)
C (-16.012, 12.851, 3.874)
O (-14.951, 12.643, 3.205)
N (-17.188, 13.150, 3.411)
N (-16.172, 12.781, 5.186)
H (-17.289, 13.227, 2.409)
H (-17.914, 13.418, 4.060)
H (-15.308, 12.588, 5.673)
H (-17.055, 12.971, 5.638)
O (-12.394, 12.564, 1.379)
H (-11.616, 12.875, 0.917)
H (-12.483, 13.155, 2.126)

Forces on the atoms, in the same order (eV/Å):
0.1 -0.3 -0.1
4.1 -3.9 0.9
0.8 0.0 0.2
-2.6 1.0 0.2
0.7 -0.3 0.1
5.7 -1.3 -0.6
-5.1 1.2 0.5
-2.3 4.0 -1.2
-1.5 -2.6 1.0
2.8 1.2 -0.6
-2.7 0.7 -0.4
-0.1 0.0 -0.1
-0.1 0.1 -0.3
-0.6 -1.3 3.3
6.1 -0.5 -2.3
-5.2 1.2 -2.5
0.4 -0.4 3.0
-0.4 0.4 0.5
-0.2 0.4 -0.9
0.2 0.2 -0.4
-0.2 0.0 -0.3
0.0 1.3 -1.3
2.6 0.8 4.4
-2.6 -5.0 0.1
0.0 3.1 -3.4
0.0 0.2 -0.3
0.0 -0.5 0.5
0.3 0.2 0.3
-0.4 -0.1 -0.4
2.0 -0.4 -1.3
-1.8 0.4 1.4
-2.5 0.8 -3.1
2.8 -0.8 2.8
-0.4 0.0 0.3
0.0 0.0 -0.8
-0.5 0.1 0.6
0.7 -0.2 0.1
-0.5 0.0 0.0
0.1 0.0 -0.3
0.1 0.2 0.5

=====

ORCA calculation (ωB97M-V/def2-TZVPD) on C38H32AsF6N3O4PPtS5 as an isolated structure in a non-equilibrium geometry.

Results
- frontier orbital gap (eV) = 6.0
- relative energy (zero: lowest compared OMol25 entry of this formula, charge and spin) (kJ/mol) = 73.81
- total charge = +1
- M (u) = 1170.0

Cartesian coordinates (Å):
Pt (-1.563, -0.828, -0.987)
F (-3.073, -3.751, -5.845)
C (-2.638, -4.222, -4.680)
F (-1.428, -4.735, -4.841)
F (-3.467, -5.166, -4.264)
S (-2.622, -2.842, -3.408)
O (-3.285, -1.725, -4.043)
O (-3.214, -3.404, -2.237)
N (-1.074, -2.591, -3.147)
S (-0.262, -1.330, -3.568)
O (-1.054, -0.100, -3.393)
O (1.046, -1.326, -3.005)
C (0.061, -1.652, -5.361)
F (-1.083, -1.807, -6.025)
F (0.729, -0.630, -5.892)
F (0.779, -2.751, -5.451)
S (-1.765, -2.159, 0.801)
C (-3.224, -1.482, 1.529)
C (-3.441, -1.751, 2.879)
C (-4.581, -1.297, 3.521)
C (-5.537, -0.556, 2.836)
C (-5.355, -0.297, 1.490)
C (-4.208, -0.745, 0.848)
S (-4.109, -0.566, -0.929)
H (-2.690, -2.306, 3.429)
H (-4.721, -1.515, 4.572)
H (-6.419, -0.194, 3.346)
H (-6.095, 0.260, 0.928)
C (1.769, -0.138, -0.161)
C (2.778, 0.782, 0.518)
As (4.571, -0.046, 0.338)
C (5.546, 1.103, 1.575)
C (5.173, 2.419, 1.823)
C (5.929, 3.218, 2.674)
C (7.064, 2.707, 3.284)
C (7.446, 1.395, 3.035)
C (6.694, 0.600, 2.184)
C (4.167, -1.512, 1.570)
C (3.967, -1.315, 2.936)
C (3.623, -2.380, 3.756)
C (3.467, -3.652, 3.219)
C (3.663, -3.859, 1.862)
C (4.019, -2.792, 1.043)
P (0.039, 0.307, 0.151)
C (-0.192, 0.292, 1.942)
C (0.666, -0.450, 2.750)
C (0.458, -0.499, 4.120)
C (-0.611, 0.178, 4.689)
C (-1.487, 0.894, 3.884)
C (-1.284, 0.942, 2.514)
C (-0.035, 2.056, -0.364)
C (0.046, 3.117, 0.536)
C (0.100, 4.426, 0.075)
C (0.096, 4.691, -1.285)
C (0.056, 3.638, -2.190)
C (-0.006, 2.331, -1.733)
H (1.885, -1.190, 0.122)
H (1.887, -0.116, -1.245)
H (2.563, 0.945, 1.574)
H (2.789, 1.752, 0.017)
H (4.291, 2.842, 1.358)
H (5.628, 4.241, 2.859)
H (7.651, 3.327, 3.948)
H (8.333, 0.990, 3.504)
H (7.003, -0.423, 2.002)
H (4.092, -0.326, 3.364)
H (3.487, -2.221, 4.819)
H (3.203, -4.484, 3.860)
H (3.550, -4.849, 1.439)
H (4.179, -2.961, -0.016)
H (1.507, -0.986, 2.326)
H (1.139, -1.070, 4.738)
H (-0.765, 0.143, 5.760)
H (-2.333, 1.409, 4.320)
H (-1.992, 1.481, 1.894)
H (0.090, 2.936, 1.599)
H (0.158, 5.238, 0.788)
H (0.146, 5.712, -1.641)
H (0.088, 3.833, -3.254)
H (-0.020, 1.525, -2.451)
S (-3.672, 1.520, -1.176)
C (-4.395, 1.550, -2.807)
N (-3.668, 0.993, -3.796)
C (-4.139, 0.903, -5.046)
C (-5.369, 1.448, -5.326)
C (-6.058, 2.025, -4.270)
N (-5.577, 2.069, -3.023)
H (-2.779, 0.513, -3.587)
H (-3.510, 0.386, -5.757)
H (-5.781, 1.407, -6.323)
H (-7.040, 2.457, -4.416)

Forces on the atoms, in the same order (eV/Å):
0.3 0.6 0.6
0.0 0.0 0.0
-0.1 0.0 0.0
0.0 0.0 0.0
0.0 0.0 0.0
-0.2 -0.1 -0.1
0.0 0.0 0.0
0.0 0.0 0.0
0.0 -0.1 0.2
0.2 -1.0 -0.1
-0.1 0.2 0.0
0.0 0.1 0.0
0.0 0.7 -0.1
-0.1 0.0 0.0
0.0 0.0 0.0
0.0 0.0 0.0
-0.3 0.2 -0.1
0.1 0.0 -0.2
-0.1 0.0 0.1
0.1 0.0 0.0
0.0 0.0 -0.1
-0.1 0.1 0.1
0.2 -0.2 -0.5
0.3 -0.1 0.3
0.0 0.0 0.0
0.0 0.0 0.0
0.0 0.0 0.0
0.0 0.0 0.0
-0.1 -0.1 0.0
0.1 0.0 -0.1
0.0 0.0 0.1
0.0 0.0 0.0
0.0 0.0 0.0
0.0 0.0 0.0
0.0 0.0 0.0
0.0 0.0 0.0
0.0 0.0 0.0
0.1 0.0 0.0
0.1 0.0 0.0
0.0 0.0 0.0
0.0 0.0 0.0
0.0 0.0 0.0
0.0 0.0 0.0
0.0 0.1 -0.3
-0.1 -0.1 0.0
0.0 0.1 0.0
0.0 0.0 0.0
0.0 0.0 0.0
0.0 0.0 0.0
0.0 0.0 0.0
0.1 0.0 -0.1
0.0 0.0 0.0
0.0 0.0 0.0
0.0 0.0 0.0
0.0 0.0 0.0
0.0 0.0 0.0
0.0 0.0 0.0
0.0 0.0 0.0
0.0 0.0 0.0
0.0 0.0 0.0
0.0 0.0 0.0
0.0 0.0 0.0
0.0 0.0 0.0
0.0 0.0 0.0
0.0 0.0 0.0
0.0 0.0 0.0
0.0 0.0 0.0
0.0 0.0 0.0
0.0 0.0 0.0
0.0 0.0 0.0
-0.1 0.0 0.0
0.0 0.0 0.0
0.0 0.0 0.0
0.0 0.0 0.0
0.0 0.0 0.0
0.0 0.0 0.1
0.0 0.0 0.0
0.0 0.0 0.0
0.0 0.0 0.0
0.0 0.0 0.0
-0.2 -0.1 -0.2
0.2 0.0 0.3
-0.2 -0.2 -0.1
0.0 0.0 0.1
0.0 0.0 -0.1
0.0 0.0 0.1
0.0 0.1 0.0
0.1 0.1 0.0
0.0 0.0 0.0
0.0 0.0 0.0
0.0 0.0 0.0

=====

ORCA calculation (ωB97M-V/def2-TZVPD) on an isolated ion of composition C8H12N and charge +1 in a non-equilibrium geometry.

Results
- frontier orbital gap (eV) = 7.2
- relative energy (zero: lowest compared OMol25 entry of this formula, charge and spin) (kJ/mol) = 162.12
- SMILES string = C=[NH+]C/C(C)=C/C#CC
- total charge = +1
- M (u) = 122.2

Cartesian coordinates (Å):
C (-0.309, 1.764, -0.022)
C (-0.561, 2.819, 0.560)
C (0.201, 0.778, -0.870)
C (-0.174, -0.461, -0.667)
C (0.412, -1.587, -1.422)
C (-0.890, 3.896, 1.373)
C (-1.346, -0.813, 0.336)
C (2.371, -2.417, -0.364)
N (1.125, -2.328, -0.314)
H (-0.329, -2.221, -1.906)
H (1.110, -1.239, -2.199)
H (-1.273, 3.569, 2.436)
H (-0.057, 4.664, 1.447)
H (-1.709, 4.465, 0.796)
H (-0.982, -0.403, 1.323)
H (-1.552, -1.844, 0.353)
H (-2.049, -0.018, 0.090)
H (0.952, 1.031, -1.588)
H (2.869, -2.154, -1.320)
H (2.939, -2.768, 0.521)
H (0.380, -2.450, 0.477)

Forces on the atoms, in the same order (eV/Å):
-0.4 3.8 0.9
1.2 -4.4 -1.8
0.2 0.2 0.5
-2.1 -1.7 0.3
0.1 0.1 -0.2
-1.7 3.1 1.8
3.4 3.6 0.1
1.7 -0.9 1.0
-3.0 0.7 -0.6
0.0 -0.3 0.2
0.0 -0.3 0.5
0.7 0.8 -2.1
-0.8 -1.1 0.2
0.8 -0.7 1.2
-0.4 -1.0 -0.5
-1.1 -1.1 0.0
-1.0 -1.0 -0.1
0.4 0.2 -0.4
-0.2 -0.2 0.9
-0.3 0.2 -0.7
2.6 -0.2 -1.1

=====

ORCA calculation (ωB97M-V/def2-TZVPD) on a 2-piece molecular cluster, C4H12N2S overall in a non-equilibrium geometry.

Results
- frontier orbital gap (eV) = 5.2
- relative energy (zero: lowest compared OMol25 entry of this formula, charge and spin) (kJ/mol) = 498.59
- total charge = 0
- M (u) = 120.2

Cartesian coordinates (Å):
C (0.587, -0.642, -1.952)
N (0.575, -0.556, -0.439)
C (0.847, -1.746, 0.371)
C (0.580, -1.496, 1.856)
S (-1.348, 1.013, 2.041)
C (-0.215, 0.577, -2.262)
N (0.400, 1.857, -1.754)
H (0.080, -1.559, -2.315)
H (1.566, -0.552, -2.466)
H (0.025, -0.081, 0.258)
H (0.278, -2.617, 0.001)
H (1.924, -2.048, 0.250)
H (0.286, -2.347, 2.485)
H (-0.202, -0.682, 1.846)
H (1.424, -0.981, 2.344)
H (-1.211, 0.422, -1.790)
H (-0.353, 0.575, -3.340)
H (-0.246, 2.562, -1.939)
H (0.378, 1.842, -0.703)

Forces on the atoms, in the same order (eV/Å):
-0.7 0.9 2.5
2.3 -2.7 0.8
1.1 -1.1 -1.0
1.0 0.7 -0.1
0.4 -0.7 -0.1
-1.1 0.8 -0.1
0.6 -2.3 1.2
0.1 0.4 0.3
-0.1 -0.2 1.0
-1.1 1.7 -1.9
-0.1 0.1 0.2
-0.7 0.2 0.3
-0.2 0.4 -0.5
-0.8 0.1 0.6
-0.3 -0.3 -0.2
0.3 0.1 -0.4
0.0 0.7 -0.2
-1.2 1.5 -0.8
0.3 -0.3 -1.4